[1]
{"formula": "C28H26BLiN10OS2", "method": "ωB97M-V/def2-TZVPD", "spin_multiplicity": 2, "gap_ev": [7.16, 5.93], "total_charge": -1, "symbols": ["Li", "C", "C", "N", "N", "C", "B", "N", "C", "C", "C", "N", "N", "C", "C", "C", "N", "N", "C", "C", "C", "N", "H", "H", "H", "H", "H", "H", "H", "H", "H", "H", "H", "H", "C", "C", "N", "N", "C", "S", "S", "C", "C", "C", "C", "C", "C", "C", "C", "C", "C", "C", "C", "C", "O", "H", "H", "H", "H", "H", "H", "H", "H", "H", "H", "H", "H", "H", "H"], "coordinates": [[1.217, 1.050, 0.868], [3.654, -0.536, -2.285], [2.897, 0.566, -1.861], [2.738, 0.566, -0.549], [3.390, -0.531, -0.089], [3.931, -1.213, -1.120], [3.247, -1.020, 1.377], [1.873, -1.716, 1.510], [1.476, -2.989, 1.345], [0.097, -3.004, 1.304], [-0.266, -1.656, 1.440], [0.803, -0.887, 1.561], [3.291, 0.135, 2.408], [3.567, -0.037, 3.715], [3.384, 1.168, 4.355], [2.972, 2.034, 3.331], [2.918, 1.414, 2.163], [4.404, -1.984, 1.687], [5.707, -1.803, 1.379], [6.438, -2.779, 2.013], [5.470, -3.521, 2.713], [4.254, -3.036, 2.524], [3.937, -0.807, -3.287], [2.453, 1.353, -2.450], [4.458, -2.137, -0.957], [2.196, -3.787, 1.304], [-0.547, -3.860, 1.203], [-1.246, -1.206, 1.465], [3.863, -1.004, 4.088], [3.521, 1.384, 5.400], [2.709, 3.078, 3.386], [6.018, -0.985, 0.751], [7.503, -2.931, 1.975], [5.606, -4.384, 3.346], [-4.244, 2.116, -0.088], [-2.823, 2.111, 0.417], [-1.873, 2.178, -0.430], [-1.848, 2.443, -1.701], [-1.407, 1.417, -2.469], [-0.857, -0.054, -1.951], [-1.361, 1.977, -4.167], [-1.659, 0.431, -5.067], [-3.116, 0.058, -5.111], [-3.933, 0.533, -6.133], [-5.286, 0.232, -6.162], [-5.845, -0.554, -5.164], [-5.037, -1.040, -4.146], [-3.682, -0.741, -4.120], [-2.528, 1.968, 1.829], [-3.562, 1.843, 2.770], [-3.305, 1.650, 4.107], [-1.964, 1.563, 4.526], [-0.930, 1.683, 3.638], [-1.159, 1.916, 2.245], [-0.201, 2.058, 1.422], [-4.259, 2.161, -1.174], [-4.778, 2.980, 0.314], [-4.766, 1.218, 0.242], [-1.047, -0.348, -4.614], [-1.287, 0.624, -6.074], [-3.502, 1.158, -6.907], [-5.906, 0.614, -6.964], [-6.901, -0.789, -5.182], [-5.461, -1.657, -3.363], [-3.054, -1.118, -3.323], [-4.593, 1.892, 2.439], [-4.115, 1.553, 4.816], [-1.744, 1.392, 5.574], [0.102, 1.602, 3.958]]}

---

[2]
{"formula": "C4H14O3", "method": "ωB97M-V/def2-TZVPD", "spin_multiplicity": 2, "relative_energy_kj_mol": 306.0, "gap_ev": [9.62, 3.20], "total_charge": 1, "symbols": ["C", "O", "C", "C", "C", "H", "H", "H", "H", "H", "H", "H", "H", "H", "H", "H", "H", "O", "H", "H", "O"], "coordinates": [[-2.244, -0.611, 1.404], [-1.087, -0.907, 2.265], [-1.840, -1.142, 0.038], [-1.426, -0.061, -0.906], [-2.701, 0.412, -1.600], [-3.246, -0.987, 1.685], [-2.491, 0.431, 1.401], [-1.417, -0.745, 3.218], [-2.829, -1.734, -0.314], [-0.956, -1.858, 0.246], [-0.773, -0.495, -1.593], [-0.869, 0.754, -0.349], [-3.226, -0.522, -1.927], [-2.562, 1.179, -2.306], [-3.382, 0.870, -0.957], [4.493, 1.590, -2.950], [4.962, 1.143, -1.609], [4.256, 1.416, -2.024], [3.632, 1.209, 0.437], [2.811, 0.269, 1.208], [3.720, 0.405, 1.033]]}

---

[3]
{"formula": "C12H17ClN", "method": "ωB97M-V/def2-TZVPD", "relative_energy_kj_mol": 186.1, "smiles": "[NH2+]=CCCCC/C(Cl)=C1/C=CC=CC1", "gap_ev": 7.17, "total_charge": 1, "symbols": ["C", "C", "C", "C", "C", "C", "C", "C", "C", "C", "C", "C", "N", "Cl", "H", "H", "H", "H", "H", "H", "H", "H", "H", "H", "H", "H", "H", "H", "H", "H", "H"], "coordinates": [[-3.220, 0.876, 1.555], [-2.529, -0.231, 1.838], [-3.014, 1.558, 0.310], [-1.544, -0.832, 0.891], [-2.093, 1.134, -0.580], [-1.273, -0.025, -0.354], [2.758, -0.537, -0.488], [2.003, -1.442, -1.462], [2.260, 0.916, -0.511], [0.520, -1.662, -1.133], [1.146, 1.249, 0.389], [-0.333, -0.438, -1.252], [1.022, 0.766, 1.594], [-0.144, 0.405, -2.759], [-3.946, 1.273, 2.247], [-2.678, -0.769, 2.762], [-3.615, 2.427, 0.095], [-1.937, -1.811, 0.589], [-1.952, 1.673, -1.502], [2.714, -0.961, 0.518], [3.806, -0.541, -0.787], [2.095, -1.042, -2.471], [2.489, -2.418, -1.450], [3.083, 1.585, -0.224], [1.994, 1.191, -1.534], [0.138, -2.402, -1.842], [0.428, -2.095, -0.137], [0.481, 2.056, 0.110], [-0.616, -1.047, 1.435], [0.296, 1.088, 2.218], [1.660, 0.056, 1.936]]}

---

For the records above, the corresponding energy values read -68963.46239; -10505.39200; -26724.99254 eV.